DFT (ωB97M-V/def2-TZVPD) results for C36H44N2SiSr as an isolated structure at a distorted geometry.

The lowest unoccupied orbital energy (alpha / beta) is -1.05 / -1.05 eV. For the HOMO-LUMO gap (alpha / beta), the calculation gives 3.36 / 3.36 eV. The HOMO energy (alpha / beta) comes out at -4.413 / -4.414 eV. The value obtained for the energy relative to the best compared isomer or geometry (same formula, charge and spin) is 0.00 kcal/mol. The multiplicity is 1.

Positions of all 84 atoms, in Å:
C 1.16 -1.13 -1.80
C 2.37 -1.44 -1.12
C 2.04 -2.07 0.10
H 3.38 -1.30 -1.51
C 0.62 -2.19 0.16
C 0.09 -1.60 -1.01
H -0.96 -1.62 -1.31
H 1.08 -0.69 -2.80
H 2.75 -2.47 0.82
H 0.06 -2.71 0.93
Sr 0.98 0.79 0.76
C 3.23 2.57 1.06
H 2.20 2.80 0.74
H 3.62 3.46 1.56
H 3.35 1.74 1.76
Si 4.80 1.64 -1.15
C 5.01 2.43 -2.78
C 4.77 1.72 -3.98
H 4.78 0.62 -3.97
C 4.51 2.42 -5.16
H 4.29 1.88 -6.08
C 4.53 3.82 -5.15
H 4.26 4.37 -6.06
C 4.88 4.53 -3.99
H 4.92 5.62 -3.99
C 5.15 3.83 -2.81
H 5.46 4.36 -1.90
C 6.00 0.43 -0.51
C 7.05 0.01 -1.34
H 7.36 0.63 -2.19
C 7.68 -1.21 -1.08
H 8.47 -1.56 -1.74
C 7.31 -1.98 0.03
H 7.76 -2.96 0.19
C 6.36 -1.49 0.94
H 6.11 -2.07 1.83
C 5.73 -0.27 0.69
H 5.03 0.13 1.42
H 3.58 0.86 -1.43
H 4.17 2.45 0.04
C -2.88 -3.24 5.62
C -3.55 -2.47 4.47
C -4.19 -3.49 3.51
C -4.66 -1.58 5.06
C -2.56 -1.61 3.70
C -1.21 -1.52 4.06
C -0.35 -0.76 3.26
N -0.78 -0.07 2.18
C -2.09 -0.15 1.81
C -3.01 -0.88 2.58
C -2.44 0.50 0.53
C -3.72 0.45 -0.04
C -3.97 0.98 -1.31
C -2.88 1.53 -2.01
C -1.63 1.58 -1.39
N -1.41 1.09 -0.15
C -5.34 0.87 -2.00
C -5.59 2.07 -2.92
C -5.36 -0.41 -2.84
C -6.48 0.81 -0.97
H -3.62 -3.86 6.14
H -2.44 -2.55 6.35
H -2.10 -3.90 5.23
H -4.90 -4.13 4.06
H -4.73 -3.00 2.70
H -3.41 -4.13 3.08
H -4.23 -0.86 5.76
H -5.19 -1.03 4.28
H -5.39 -2.20 5.61
H -0.81 -2.04 4.93
H 0.72 -0.70 3.48
H -4.06 -0.88 2.29
H -4.51 -0.02 0.54
H -2.98 1.93 -3.02
H -0.77 2.02 -1.91
H -4.93 2.07 -3.79
H -6.63 2.04 -3.30
H -5.46 3.02 -2.38
H -5.17 -1.29 -2.21
H -6.33 -0.54 -3.33
H -4.58 -0.38 -3.62
H -6.46 -0.13 -0.40
H -6.43 1.66 -0.28
H -7.44 0.85 -1.50

DFT (ωB97M-V/def2-TZVPD) results for C36H44N2SiTa as an isolated structure at a distorted geometry.

The lowest unoccupied orbital energy (alpha / beta) is -12.05 / -12.05 eV. For the HOMO-LUMO gap (alpha / beta), the calculation gives 4.46 / 4.45 eV. The HOMO energy (alpha / beta) comes out at -16.505 / -16.505 eV. The value obtained for the energy relative to the best compared isomer or geometry (same formula, charge and spin) is 7.24 kcal/mol. The total charge is +3. The multiplicity is 1.

Positions of all 84 atoms, in Å:
C 1.03 2.60 -0.65
C 0.10 2.72 -1.70
C -1.20 2.54 -1.16
H 0.31 2.91 -2.74
C -1.05 2.31 0.23
C 0.32 2.34 0.54
H 0.75 2.20 1.52
H 2.11 2.68 -0.75
H -2.11 2.55 -1.72
H -1.86 2.13 0.93
Ta -0.04 0.60 -0.88
C -1.53 -3.22 -6.32
H -2.23 -3.22 -5.49
H -1.81 -2.44 -7.03
H -0.53 -3.02 -5.95
Si -0.12 -0.29 -3.24
C 1.55 -0.30 -4.15
C 2.34 0.85 -4.20
H 1.99 1.76 -3.73
C 3.58 0.85 -4.83
H 4.17 1.76 -4.86
C 4.07 -0.31 -5.41
H 5.04 -0.32 -5.89
C 3.30 -1.47 -5.37
H 3.67 -2.38 -5.83
C 2.05 -1.45 -4.76
H 1.46 -2.36 -4.74
C -1.27 0.78 -4.31
C -0.87 1.30 -5.54
H 0.09 1.03 -5.95
C -1.68 2.17 -6.27
H -1.35 2.56 -7.22
C -2.93 2.52 -5.78
H -3.57 3.20 -6.34
C -3.36 2.01 -4.56
H -4.33 2.28 -4.17
C -2.53 1.16 -3.84
H -2.87 0.79 -2.88
H -0.61 -1.70 -3.48
H -1.55 -4.18 -6.82
C -5.29 -0.98 3.94
C -3.77 -1.04 4.21
C -3.44 0.10 5.20
C -3.46 -2.40 4.88
C -2.93 -0.86 2.93
C -3.50 -0.64 1.66
C -2.68 -0.35 0.57
N -1.34 -0.28 0.72
C -0.73 -0.56 1.91
C -1.52 -0.86 3.03
C 0.74 -0.44 1.93
C 1.54 -0.57 3.08
C 2.94 -0.32 3.01
C 3.49 -0.03 1.74
C 2.66 0.08 0.63
N 1.32 -0.07 0.76
C 3.85 -0.27 4.25
C 5.01 -1.27 4.12
C 4.42 1.17 4.38
C 3.10 -0.57 5.57
H -5.87 -1.09 4.89
H -5.61 -1.79 3.25
H -5.58 0.00 3.50
H -4.03 0.02 6.13
H -2.36 0.10 5.49
H -3.66 1.09 4.73
H -3.71 -3.23 4.19
H -2.39 -2.48 5.16
H -4.06 -2.52 5.81
H -4.57 -0.62 1.50
H -3.13 -0.09 -0.39
H -1.05 -1.03 3.99
H 1.08 -0.80 4.03
H 4.54 0.17 1.62
H 3.07 0.39 -0.32
H 5.64 -1.05 3.22
H 5.68 -1.21 5.01
H 4.62 -2.30 4.03
H 3.59 1.91 4.48
H 5.08 1.26 5.27
H 5.02 1.46 3.49
H 2.28 0.16 5.74
H 2.68 -1.60 5.56
H 3.79 -0.50 6.44

DFT (ωB97M-V/def2-TZVPD) results for C36H44N7Re as an isolated structure at a distorted geometry.

The lowest unoccupied orbital energy (alpha / beta) is -2.12 / -2.42 eV. For the HOMO-LUMO gap (alpha / beta), the calculation gives 7.39 / 7.02 eV. Its expectation value of S² is 0.76. The HOMO energy (alpha / beta) comes out at -9.516 / -9.443 eV. The value obtained for the energy relative to the best compared isomer or geometry (same formula, charge and spin) is 10.01 kcal/mol. The total charge is +1. The multiplicity is 2.

Positions of all 88 atoms, in Å:
Re 0.25 0.58 -0.39
C 4.68 -3.07 3.83
C 3.73 -2.62 2.76
C 2.84 -3.50 2.15
C 1.96 -3.05 1.18
C 1.95 -1.73 0.72
N 0.96 -1.32 -0.20
C 0.45 -2.29 -1.10
C 1.32 -3.13 -1.80
C 0.86 -4.12 -2.65
C -0.50 -4.29 -2.87
C -1.02 -5.35 -3.80
C -1.37 -3.43 -2.22
C -0.91 -2.45 -1.35
N -1.90 -1.61 -0.74
C -3.17 -1.93 -0.46
C -3.81 -0.80 -0.01
C -2.83 0.20 -0.04
N -1.68 -0.30 -0.47
C 2.87 -0.85 1.31
C 3.69 -1.30 2.35
N 3.08 0.49 0.85
C 4.20 1.23 1.09
C 4.07 2.42 0.43
C 2.83 2.35 -0.20
N 2.24 1.19 0.05
H 5.01 -4.09 3.65
H 4.22 -3.03 4.82
H 5.57 -2.43 3.86
H 2.82 -4.54 2.44
H 1.25 -3.75 0.75
H 2.39 -3.00 -1.65
H 1.58 -4.74 -3.17
H -0.29 -6.14 -3.95
H -1.25 -4.92 -4.78
H -1.94 -5.80 -3.42
H -2.43 -3.51 -2.42
H -3.54 -2.94 -0.56
H -4.84 -0.71 0.29
H -2.90 1.24 0.22
H 4.34 -0.59 2.85
H 5.03 0.85 1.65
H 4.78 3.23 0.41
H 2.35 3.06 -0.85
C -0.92 0.69 -3.46
C -0.30 2.02 -3.03
C 1.06 2.14 -3.74
C -0.05 2.06 -1.53
C -1.18 3.22 -3.43
C -2.47 3.07 -3.92
C -3.25 4.17 -4.25
C -2.74 5.45 -4.11
C -1.45 5.62 -3.63
C -0.68 4.52 -3.29
H -0.24 -0.13 -3.21
H -1.09 0.66 -4.53
H -1.87 0.50 -2.95
H 1.67 1.26 -3.53
H 1.62 3.03 -3.42
H 0.91 2.21 -4.82
H 0.09 3.10 -1.20
H -2.89 2.08 -4.05
H -4.25 4.02 -4.63
H -3.35 6.31 -4.37
H -1.04 6.62 -3.51
H 0.32 4.68 -2.92
C -1.43 -1.70 2.69
C -0.27 -0.77 2.98
N -0.66 0.53 3.51
C -1.12 0.56 4.90
C -2.64 0.57 5.05
C -0.49 1.66 2.80
C -0.78 2.97 3.49
N -0.07 1.68 1.56
H -1.04 -2.64 2.29
H -2.10 -1.26 1.96
H -2.00 -1.93 3.59
H 0.29 -0.59 2.07
H 0.41 -1.24 3.70
H -0.71 1.44 5.41
H -0.70 -0.31 5.40
H -3.10 1.30 4.39
H -2.91 0.82 6.08
H -3.07 -0.41 4.82
H -0.02 3.17 4.25
H -1.75 2.96 3.98
H -0.76 3.78 2.77
H 0.05 2.63 1.24

DFT (ωB97M-V/def2-TZVPD) results for C36H45Br2InN6O2Si as an isolated structure.

The lowest unoccupied orbital energy is 0.00 eV. For the HOMO-LUMO gap, the calculation gives 6.82 eV. The HOMO energy comes out at -6.824 eV. The value obtained for the energy relative to the best compared isomer or geometry (same formula, charge and spin) is 1.36 kcal/mol. The multiplicity is 1.

Positions of all 93 atoms, in Å:
In 0.31 0.62 1.08
Br 2.76 3.33 -2.60
C 2.88 3.58 -0.72
C 3.55 4.70 -0.22
C 3.65 4.89 1.13
Br 4.57 6.43 1.78
C 3.10 3.95 2.04
C 3.18 4.04 3.45
C 2.64 3.06 4.23
C 2.00 1.98 3.61
N 1.90 1.87 2.31
C 2.43 2.83 1.51
C 2.29 2.62 0.09
O 1.66 1.59 -0.37
H 3.98 5.41 -0.90
H 3.67 4.90 3.90
H 2.69 3.12 5.31
H 1.57 1.18 4.20
N -3.30 2.52 4.18
C -2.20 2.55 3.38
O -1.11 2.90 3.81
C -2.43 2.09 1.96
C -1.19 2.20 1.08
H -3.23 2.87 5.12
H -4.20 2.27 3.82
H -3.24 2.70 1.55
H -2.82 1.06 2.00
H -0.60 3.06 1.40
H -1.47 2.36 0.04
C -0.82 -1.25 5.28
C -0.68 -0.35 4.21
N -0.09 -0.68 3.09
C 0.42 -1.93 2.94
C 0.31 -2.91 3.95
C -0.33 -2.52 5.15
C 0.84 -4.20 3.74
C 1.46 -4.48 2.55
C 1.62 -3.51 1.55
C 2.29 -3.79 0.29
C 2.53 -2.82 -0.59
C 2.13 -1.39 -0.35
N 1.29 -1.23 0.82
C 1.13 -2.21 1.71
H -1.30 -0.93 6.19
H -1.04 0.67 4.30
H -0.41 -3.24 5.95
H 0.75 -4.94 4.52
H 1.84 -5.47 2.37
H 2.58 -4.81 0.07
H 3.02 -3.04 -1.54
H 3.01 -0.77 -0.21
C 3.63 -0.30 -2.53
N 2.26 -0.74 -2.70
C 1.96 -1.10 -4.06
C 1.40 -0.96 -1.65
N 0.13 -1.00 -1.65
H 3.87 0.38 -3.35
H 4.34 -1.14 -2.57
H 3.77 0.25 -1.61
H 2.09 -0.25 -4.73
H 0.94 -1.46 -4.15
H 2.63 -1.90 -4.38
C -1.27 -2.52 -3.85
Si -1.32 -1.11 -2.58
C -1.73 0.49 -3.56
C -0.62 0.75 -4.58
C -1.79 1.74 -2.67
C -3.05 0.30 -4.32
C -2.69 -1.62 -1.30
C -3.44 -0.41 -0.72
C -3.73 -2.56 -1.91
C -2.04 -2.37 -0.12
H -0.94 -2.19 -4.84
H -2.26 -2.96 -3.99
H -0.60 -3.31 -3.52
H 0.34 0.95 -4.09
H -0.87 1.64 -5.17
H -0.48 -0.07 -5.28
H -0.95 1.74 -1.96
H -2.72 1.81 -2.11
H -1.70 2.64 -3.28
H -2.98 -0.51 -5.05
H -3.29 1.22 -4.86
H -3.88 0.09 -3.65
H -4.04 0.09 -1.49
H -2.76 0.32 -0.29
H -4.13 -0.74 0.06
H -4.23 -2.11 -2.78
H -4.50 -2.79 -1.17
H -3.29 -3.51 -2.23
H -1.34 -1.74 0.43
H -1.49 -3.25 -0.45
H -2.82 -2.70 0.58

DFT (ωB97M-V/def2-TZVPD) results for C36H45Cl3N9Sn2 as an isolated structure at a distorted geometry.

The lowest unoccupied orbital energy is -5.24 eV. For the HOMO-LUMO gap, the calculation gives 4.54 eV. The HOMO energy comes out at -9.779 eV. The total charge is +1. The multiplicity is 1.

Positions of all 95 atoms, in Å:
Sn 4.03 -0.19 -1.93
Sn 3.15 0.75 3.50
Cl 5.11 -1.72 1.50
Cl 5.40 2.10 1.00
Cl 1.47 0.39 0.29
N -4.76 -1.74 -4.31
C -3.63 -2.18 -4.91
C -2.51 -1.86 -4.11
C -3.02 -1.19 -2.96
C -4.38 -1.12 -3.11
H -5.70 -1.91 -4.65
H -3.76 -2.89 -5.72
H -1.52 -2.27 -4.24
H -2.41 -0.80 -2.15
H -5.13 -0.62 -2.53
N 3.23 6.54 1.27
C 3.38 5.27 0.85
C 2.11 4.74 0.54
C 1.16 5.72 0.94
C 1.88 6.90 1.21
H 3.97 7.18 1.53
H 4.31 4.81 0.55
H 1.85 3.79 0.10
H 0.09 5.57 0.90
H 1.65 7.92 1.47
N -0.89 -1.76 3.34
C 0.07 -2.15 2.45
C 1.03 -2.94 3.07
C 0.60 -3.14 4.38
C -0.59 -2.38 4.50
H -1.75 -1.33 3.04
H 0.06 -1.76 1.45
H 1.87 -3.34 2.52
H 1.14 -3.67 5.15
H -1.26 -2.42 5.34
N -3.43 3.09 0.17
C -2.22 2.51 0.17
C -1.99 1.92 -1.07
C -3.14 2.15 -1.82
C -4.02 2.87 -1.02
H -3.83 3.69 0.89
H -1.58 2.58 1.04
H -1.08 1.36 -1.22
H -3.46 1.85 -2.81
H -4.93 3.41 -1.25
N 1.72 -3.35 -3.07
C 0.89 -2.45 -2.39
C 0.74 -1.32 -3.22
C 1.46 -1.57 -4.35
C 2.02 -2.82 -4.27
H 2.04 -4.22 -2.66
H 0.50 -2.73 -1.42
H 0.16 -0.43 -3.03
H 1.50 -0.92 -5.21
H 2.64 -3.39 -4.94
N 1.58 2.29 -3.87
C 2.75 2.54 -4.54
C 3.68 3.03 -3.65
C 3.06 3.15 -2.39
C 1.79 2.65 -2.55
H 0.70 2.09 -4.34
H 2.73 2.41 -5.62
H 4.66 3.49 -3.74
H 3.53 3.74 -1.62
H 0.97 2.74 -1.85
N -3.73 -1.55 0.57
C -3.17 -0.57 1.40
C -3.84 -0.59 2.61
C -4.85 -1.64 2.57
C -4.76 -2.20 1.27
H -3.46 -1.82 -0.36
H -2.30 0.02 1.15
H -3.70 0.05 3.47
H -5.46 -2.02 3.38
H -5.31 -3.02 0.83
N 3.76 -5.44 -0.05
C 3.59 -6.78 0.18
C 2.30 -7.00 0.60
C 1.60 -5.82 0.50
C 2.55 -4.83 0.17
H 4.57 -5.03 -0.49
H 4.42 -7.45 0.00
H 1.91 -7.99 0.77
H 0.55 -5.77 0.74
H 2.37 -3.79 -0.06
N 0.06 3.43 5.10
C -0.15 2.27 5.80
C -0.57 1.35 4.85
C -0.39 1.93 3.56
C 0.03 3.22 3.76
H 0.13 4.33 5.55
H -0.26 2.24 6.87
H -1.05 0.40 5.04
H -0.66 1.46 2.62
H 0.14 3.98 3.00